Below is a single C22H34N2O5 molecule, with properties calculated with ωB97M-V/def2-TZVPD.

Results
multiplicity = 1
gap between HOMO and LUMO = 0.338 hartree
energy relative to the best compared isomer or geometry (same formula, charge and spin) = 0.4 kcal per mole
charge = 0
structure (SMILES) = CCc1ccccc1OCCC(=O)N(C)C[C@H](C)NC(=O)COC[C@@H]1CCOC1

Last column: natural (NBO) charge in e.
Geometry (Å):
C: 1.43617 0.75526 -5.39707  -0.6031
C: 2.49474 0.23761 -4.42113  -0.4139
C: 3.13014 1.35417 -3.63645  -0.0630
C: 4.38328 1.84699 -3.96078  -0.1812
C: 4.95489 2.90791 -3.26646  -0.2409
C: 4.25652 3.48712 -2.22434  -0.1963
C: 2.99692 3.01370 -1.87113  -0.2920
C: 2.44048 1.95438 -2.57460  0.3070
O: 1.21510 1.41957 -2.29131  -0.5214
C: 0.43898 2.02821 -1.26724  -0.0544
C: -0.89051 1.29880 -1.22626  -0.5140
C: -1.79821 1.80692 -2.33398  0.6910
O: -2.25400 2.93959 -2.25780  -0.6504
N: -2.05197 0.98834 -3.38610  -0.4391
C: -1.48499 -0.34691 -3.53887  -0.4244
C: -2.96386 1.43298 -4.42699  -0.2295
C: -2.21147 1.92686 -5.66822  -0.0460
C: -1.56385 3.28266 -5.45481  -0.6202
N: -3.11707 1.97699 -6.80708  -0.6226
C: -3.47246 0.85081 -7.47230  0.6509
O: -3.08518 -0.25557 -7.14469  -0.6301
C: -4.37044 1.09135 -8.68878  -0.1522
O: -4.91697 -0.07644 -9.21359  -0.5193
C: -5.92006 -0.64497 -8.38493  -0.0669
C: -6.42913 -1.91278 -9.04308  -0.2650
C: -7.10001 -1.64254 -10.39266  -0.4360
C: -8.53542 -1.27348 -9.99933  -0.0742
O: -8.73618 -1.74193 -8.66267  -0.5379
C: -7.59733 -2.49155 -8.25680  -0.0631
H: 0.95761 -0.06441 -5.93622  0.2105
H: 0.66544 1.30980 -4.86025  0.2062
H: 1.88478 1.42911 -6.12892  0.2074
H: 2.03904 -0.47954 -3.73474  0.2127
H: 3.27351 -0.29615 -4.96898  0.2082
H: 4.92442 1.38561 -4.77927  0.2081
H: 5.93557 3.27293 -3.54047  0.2136
H: 4.68422 4.31389 -1.67215  0.2130
H: 2.46553 3.47664 -1.05258  0.2188
H: 0.95817 1.93343 -0.30865  0.1800
H: 0.27780 3.08868 -1.47893  0.1974
H: -0.72254 0.22457 -1.23475  0.2225
H: -1.39490 1.56180 -0.29592  0.2439
H: -0.41412 -0.34607 -3.34565  0.2175
H: -1.97308 -1.07246 -2.88281  0.1956
H: -1.64253 -0.66485 -4.56852  0.2298
H: -3.59658 0.59122 -4.71207  0.2117
H: -3.58618 2.23100 -4.02463  0.2326
H: -1.44605 1.18699 -5.91385  0.2122
H: -0.90758 3.25644 -4.58632  0.2338
H: -0.97660 3.57352 -6.32688  0.2134
H: -2.32044 4.04640 -5.25930  0.2094
H: -3.48983 2.86629 -7.09542  0.3972
H: -5.15394 1.81537 -8.41936  0.1730
H: -3.75583 1.54107 -9.47169  0.2129
H: -5.50349 -0.87905 -7.40083  0.1898
H: -6.74135 0.07468 -8.25515  0.1656
H: -5.60292 -2.61926 -9.13078  0.2247
H: -6.59831 -0.85383 -10.95015  0.2301
H: -7.08824 -2.54782 -11.00057  0.2093
H: -8.70148 -0.19369 -10.00381  0.1729
H: -9.27369 -1.73217 -10.66124  0.1775
H: -7.73204 -3.55405 -8.49172  0.1680
H: -7.49551 -2.38612 -7.17549  0.1889

=====

Below is a 2-piece molecular cluster, C4H12NOS2 overall at a distorted geometry, with properties calculated with ωB97M-V/def2-TZVPD.

Results
multiplicity = 1
gap between HOMO and LUMO = 0.266 hartree
energy relative to the best compared isomer or geometry (same formula, charge and spin) = 62.5 kcal per mole
charge = +1

Last column: natural (NBO) charge in e.
Geometry (Å):
C: -3.01014 -0.62732 -1.30263  -0.6824
C: 2.67326 -0.23002 0.58442  -0.6929
C: -2.20034 0.26922 -0.38189  -0.0389
C: 1.22414 0.25650 0.43104  0.4074
N: 0.17776 -0.74394 0.60961  -0.8884
O: 0.83291 1.41714 1.14956  -0.7499
S: -2.67360 0.78709 1.15612  0.3718
S: 1.15007 0.73733 -1.52493  -0.1924
H: -2.32276 -1.61019 -1.45929  0.2940
H: -3.00259 -0.05439 -2.17227  0.2715
H: -3.94938 -0.88968 -0.93285  0.2503
H: 2.72903 -0.53856 1.67627  0.2300
H: 3.40770 0.53394 0.24268  0.2448
H: 2.85924 -1.14413 -0.12784  0.2508
H: -1.15989 0.60291 -0.69753  0.2722
H: 0.44245 -1.41722 -0.15869  0.3886
H: 0.28778 -1.31042 1.45425  0.3886
H: 1.58592 1.83754 1.64350  0.5074
H: -1.53281 1.41894 1.57758  0.2044
H: 2.48124 0.70526 -1.76711  0.1631

=====

Below is a 2-piece molecular cluster, CH5NO overall at a distorted geometry, with properties calculated with ωB97M-V/def2-TZVPD.

Results
multiplicity = 1
gap between HOMO and LUMO = 0.383 hartree
energy relative to the best compared isomer or geometry (same formula, charge and spin) = 18.7 kcal per mole
charge = 0
structure (SMILES) = C=O.N

Last column: natural (NBO) charge in e.
Geometry (Å):
C: 1.74657 0.21399 0.00492  0.2770
H: 1.85633 1.30235 -0.21729  0.0827
H: 0.74133 -0.06746 0.23289  0.1358
H: -1.41593 0.12416 0.88950  0.3595
H: -2.03412 0.43143 -0.67281  0.3664
H: -2.06525 -1.12833 -0.02940  0.3679
N: -1.47264 -0.29461 -0.11032  -1.0856
O: 2.64371 -0.58152 -0.09750  -0.5037

=====

Below is C2H5BrO as an isolated structure at a distorted geometry, with properties calculated with ωB97M-V/def2-TZVPD.

Results
multiplicity = 1
gap between HOMO and LUMO = 0.411 hartree
energy relative to the best compared isomer or geometry (same formula, charge and spin) = 48.4 kcal per mole
charge = 0

Last column: natural (NBO) charge in e.
Geometry (Å):
C: -0.33198 0.13912 0.23588  -0.0569
C: 0.36700 -0.37481 -0.99394  -0.4830
O: 1.02800 0.67043 1.40069  -0.7802
Br: 1.19659 0.88629 -2.22938  0.0225
H: -0.90364 -0.66715 0.82983  0.2101
H: -0.93684 0.93823 -0.00522  0.1830
H: -0.26933 -1.03724 -1.45260  0.2244
H: 1.01434 -1.06526 -0.58990  0.2305
H: 0.48515 1.16049 2.00655  0.4496

=====

Below is an isolated ion of composition C6H14NO and charge -1 at a distorted geometry, with properties calculated with ωB97M-V/def2-TZVPD.

Results
multiplicity = 1
gap between HOMO and LUMO = 0.215 hartree
energy relative to the best compared isomer or geometry (same formula, charge and spin) = 23.1 kcal per mole
charge = -1
structure (SMILES) = CC(C)[C@H](C)NC[O-]

Last column: natural (NBO) charge in e.
Geometry (Å):
C: -1.21632 1.54065 0.26356  -0.6412
C: -0.06236 0.54965 -0.10541  -0.0233
C: 0.66881 -0.03338 1.14348  -0.2025
C: -0.30943 -1.03531 1.80233  -0.6310
C: 2.00093 -0.66112 0.62213  -0.6143
N: -0.42022 -0.44067 -1.06967  -0.7245
C: -0.45823 -0.10761 -2.50379  0.1615
O: -1.31419 -0.92626 -3.14100  -0.9570
H: -1.56079 1.98255 -0.66663  0.2190
H: -0.83081 2.31693 0.93419  0.1754
H: -2.15562 1.15667 0.68439  0.1852
H: 0.61674 1.30351 -0.52395  0.1757
H: 0.84024 0.80416 1.82568  0.1749
H: -0.40713 -1.85369 1.09007  0.2102
H: 0.25006 -1.52412 2.60610  0.1948
H: -1.24492 -0.52653 1.94476  0.2137
H: 2.08648 -0.25075 -0.38353  0.2280
H: 2.04056 -1.73835 0.66039  0.2016
H: 2.85696 -0.25688 1.15414  0.1830
H: -1.07946 -1.15548 -0.82189  0.3769
H: -0.85877 0.98076 -2.59372  0.0248
H: 0.55746 -0.12474 -2.92165  0.0692

=====

Below is a single C5H3N molecule at a distorted geometry, with properties calculated with ωB97M-V/def2-TZVPD.

Results
multiplicity = 3
gap between HOMO and LUMO (alpha / beta) = 0.244 / 0.293 hartree
energy relative to the best compared isomer or geometry (same formula, charge and spin) = 59.4 kcal per mole
charge = 0
expectation value of S² = 2.039

Last column: Mulliken spin population.
Geometry (Å):
C: 1.07757 -0.71395 -0.72818  0.3064
C: -0.17910 -0.59374 -0.67891  -0.1686
C: 3.54957 -1.37120 -0.72555  0.1581
C: -1.17386 1.32325 0.49625  0.8152
C: -1.36364 -0.01707 0.28357  0.8361
N: 2.24796 -1.30592 -0.82370  -0.0660
H: -1.19433 1.58673 1.55026  0.0526
H: -1.26409 1.95576 -0.36889  0.0515
H: -1.70007 -0.86386 0.99515  0.0148

=====

Below is a 4-piece molecular cluster, C20H44FO9P overall at a distorted geometry, with properties calculated with ωB97M-V/def2-TZVPD.

Results
multiplicity = 1
gap between HOMO and LUMO = 0.333 hartree
charge = 0
structure (SMILES) = CC[C@@H](F)[C@@H]1C[C@@H](P(C)O)C(=O)O1.COCCOC.COCCOC.COCCOC

Last column: Mulliken charge in e.
Geometry (Å):
C: -0.72649 1.24928 0.31988  -1.0588
C: 0.74098 0.99599 0.76826  0.2686
C: 0.94096 1.08818 2.27154  -0.0519
F: 2.16474 0.50690 2.59081  -0.3981
C: 0.89041 2.49738 2.92944  0.3894
C: 0.57544 3.71347 2.04310  -1.0020
C: 1.97864 4.00448 1.52001  0.3484
P: 2.20806 5.43475 0.37310  -0.0057
C: 3.87098 6.08142 0.81027  -1.0091
O: 1.22291 6.61258 1.02806  -0.5108
C: 2.68007 3.95779 2.89603  0.2681
O: 3.50199 4.66586 3.37995  -0.5387
O: 2.11822 2.88326 3.55315  -0.4136
H: -1.13333 0.42010 -0.24770  0.4555
H: -0.73978 2.15722 -0.28211  0.3095
H: -1.33255 1.46155 1.20323  0.0202
H: 1.00779 -0.02652 0.49289  -0.2144
H: 1.40225 1.63774 0.19085  0.1643
H: 0.17346 0.45944 2.72904  0.3647
H: 0.14543 2.41536 3.72448  0.2449
H: -0.23805 3.65879 1.32535  0.3840
H: 0.30857 4.49264 2.76142  0.4265
H: 2.44516 3.14462 1.03087  0.2487
H: 3.82090 6.55808 1.78899  0.2823
H: 4.59505 5.27068 0.82629  0.3123
H: 4.11531 6.80437 0.03593  0.4024
H: 0.40389 6.55462 0.53117  0.3251
C: -5.82003 0.49850 1.66057  -0.7988
O: -4.47748 0.92366 1.82066  -0.3252
C: -4.35063 2.32514 1.99330  -0.5419
C: -4.15591 2.69754 3.44826  -0.4486
O: -5.29550 2.39009 4.23169  -0.4091
C: -5.16935 1.18388 4.96448  -0.7202
H: -5.84010 -0.58232 1.79071  0.2526
H: -6.48011 0.95549 2.40077  0.3452
H: -6.18098 0.73858 0.65490  0.3090
H: -5.21915 2.84695 1.58038  0.3770
H: -3.46762 2.64409 1.42903  0.3629
H: -3.99703 3.77853 3.51577  0.4074
H: -3.26718 2.19943 3.85050  0.2997
H: -4.51072 1.32667 5.82783  0.3185
H: -4.78236 0.37190 4.34487  0.3170
H: -6.16068 0.91163 5.32281  0.2560
C: 2.59135 -3.33757 -2.02834  -0.7200
O: 2.92702 -2.40508 -1.01260  -0.3869
C: 2.68421 -2.88930 0.29814  -0.1254
C: 3.95133 -3.37460 0.96906  -0.6244
O: 4.49440 -4.51212 0.31690  -0.3786
C: 5.57153 -4.20376 -0.54870  -0.7110
H: 3.03623 -2.98585 -2.95830  0.2412
H: 2.98038 -4.33423 -1.80761  0.3517
H: 1.50674 -3.39065 -2.16061  0.3192
H: 1.93402 -3.68646 0.28147  0.3176
H: 2.27950 -2.05621 0.88224  0.1032
H: 3.71446 -3.67095 1.99535  0.3627
H: 4.68809 -2.56692 1.01254  0.3525
H: 6.47979 -3.99545 0.02728  0.3272
H: 5.34534 -3.34749 -1.18795  0.2996
H: 5.74876 -5.07526 -1.17730  0.2459
C: -2.35614 -2.12562 -5.39568  -0.6762
O: -1.91150 -3.13476 -6.28432  -0.3802
C: -0.49885 -3.22876 -6.36995  -0.5278
C: 0.04452 -4.36625 -5.53175  -0.4959
O: -0.17197 -4.15294 -4.14531  -0.1946
C: -1.28085 -4.87117 -3.63316  -0.8675
H: -3.41606 -2.29378 -5.21095  0.2477
H: -1.82213 -2.16027 -4.44334  0.2647
H: -2.23047 -1.13498 -5.84573  0.3204
H: -0.03158 -2.28475 -6.07295  0.3087
H: -0.24703 -3.41422 -7.41856  0.3811
H: 1.12611 -4.43002 -5.68622  0.3554
H: -0.39795 -5.31568 -5.84783  0.3433
H: -1.02949 -5.93033 -3.51240  0.3164
H: -2.15641 -4.77892 -4.27919  0.3751
H: -1.51952 -4.45544 -2.65505  0.2422

=====

Below is a 2-piece molecular cluster, C5H10N3 overall at a distorted geometry, with properties calculated with ωB97M-V/def2-TZVPD.

Results
multiplicity = 1
gap between HOMO and LUMO (alpha / beta) = 0.277 / 0.265 hartree
energy relative to the best compared isomer or geometry (same formula, charge and spin) = 122.3 kcal per mole
charge = +1

Last column: natural (NBO) charge in e.
Geometry (Å):
C: -0.67791 -0.50339 1.68808  0.2741
C: 0.87716 -1.13558 0.36748  0.2259
C: 1.95356 -1.75274 -0.10682  -0.3080
C: -1.88221 1.19551 0.26633  -0.4310
C: 0.82243 0.91199 -1.11055  -0.4235
N: 0.27691 -1.33961 1.57773  -0.4028
N: -0.78033 0.34648 0.60520  -0.2213
N: 0.10538 -0.08771 -0.33420  -0.1527
H: -1.32907 -0.41355 2.53638  0.2422
H: 2.36015 -1.57151 -1.08388  0.2224
H: 2.44414 -2.48653 0.50742  0.2612
H: -2.52703 0.69574 -0.46556  0.2240
H: -2.45577 1.39839 1.16810  0.2569
H: -1.53603 2.14423 -0.14525  0.2320
H: 1.45789 0.41623 -1.84100  0.2480
H: 0.13014 1.56086 -1.64442  0.2399
H: 1.44721 1.51428 -0.44829  0.2419
H: -0.68663 -0.89307 -1.53675  0.2708

=====

Values of electronic energy, in order: -1344.43345, -1085.63973, -171.05240, -2728.36900, -366.96480, -246.73903, -1906.68608, -360.38017, all in Ha.